# 1
Computed, not measured: a structure of composition C16H42F3KO18P4 at a distorted geometry, with ωB97M-V/def2-TZVPD.

Properties
energy relative to the best compared isomer or geometry (same formula, charge and spin) = 493.7 kJ/mol
net charge = 0
calculated total energy = -4254.38785 hartree
highest occupied orbital energy = -7.10 eV

Geometry (Å):
K -0.22930 0.21099 0.42392
C 0.38066 2.75642 2.99496
O -0.93939 2.73196 2.50859
O 1.10271 2.33458 1.86053
C 0.70904 4.10688 3.74133
F 0.27013 4.11999 4.99094
F 2.00619 4.58243 3.65064
F 0.01366 5.17517 3.19599
C -2.02567 2.92235 3.46764
C -3.23639 2.28310 2.76081
H -3.09155 1.23044 2.51783
H -4.05589 2.41683 3.46696
H -3.47042 2.82210 1.84277
H -2.16247 3.99414 3.61136
H -1.90209 2.41457 4.42419
H 0.49580 1.96016 3.73036
C -5.92253 0.58800 -2.20603
O -5.27837 -0.48808 -1.49518
P -3.77285 -0.77792 -1.84788
O -2.80327 0.38799 -1.62685
O -3.35077 -2.05562 -1.02068
C -3.49147 -2.06240 0.41924
O -3.81020 -1.24895 -3.33321
C -2.72533 -2.08368 -3.78058
H -5.74283 1.56082 -1.74839
H -6.98088 0.35396 -2.32100
H -5.67848 0.78985 -3.24899
H -3.55404 -1.04119 0.79514
H -2.59032 -2.57284 0.75909
H -4.33048 -2.68255 0.73479
H -2.93652 -3.11417 -4.06622
H -1.96510 -2.12129 -3.00036
H -2.14892 -1.54604 -4.53344
C 5.65327 -2.41910 -3.25578
O 4.23711 -2.46773 -3.52100
P 3.06161 -2.47023 -2.34528
O 1.64500 -2.24835 -2.84448
O 3.65557 -1.34034 -1.37606
C 3.65065 -0.02996 -1.81915
O 3.27872 -3.83031 -1.49416
C 2.23148 -4.81773 -1.39808
H 6.32027 -2.82005 -4.01896
H 5.94737 -2.58267 -2.21903
H 5.80254 -1.34117 -3.31802
H 4.65174 0.39456 -1.89467
H 3.26296 0.42649 -0.90841
H 2.93644 0.19484 -2.61128
H 1.95102 -5.21943 -2.37178
H 1.32398 -4.32878 -1.04384
H 2.23003 -5.62407 -0.66466
C -0.74850 1.84173 -4.48629
O 0.08852 2.81769 -3.96756
P 0.34185 2.85876 -2.35172
O 0.73292 1.55376 -1.72402
O -1.02378 3.53060 -1.70939
C -1.01671 4.19472 -0.48512
O 1.40494 4.08487 -2.22377
C 2.60256 3.90103 -1.52067
H -1.59182 2.30143 -5.00164
H -1.20733 1.22859 -3.71064
H -0.26878 1.10042 -5.12537
H -1.62040 5.08565 -0.31219
H 0.00706 4.32127 -0.13302
H -1.37592 3.48868 0.26360
H 3.05565 2.99120 -1.91438
H 2.35387 3.64357 -0.49112
H 3.25175 4.77602 -1.48824
C -0.14011 -5.09926 2.91387
O 1.01737 -4.26238 2.92964
P 0.83192 -2.67419 2.99547
O 0.18668 -1.93987 1.89234
O 0.20847 -2.39502 4.46914
C 0.26978 -1.05973 4.85506
O 2.40468 -2.14170 3.12516
C 2.89141 -1.09073 2.34157
H 0.04604 -5.87821 3.65325
H -0.15846 -5.51928 1.90821
H -1.11038 -4.65604 3.13800
H 0.91069 -0.68771 5.65439
H -0.67010 -0.82996 5.35698
H 0.43128 -0.33952 4.05299
H 3.93276 -0.99201 2.64809
H 2.51766 -0.08912 2.55416
H 2.82234 -1.48899 1.32929

---

# 2
Computed, not measured: a structure of composition C24H44CrO3P2S at a distorted geometry, with ωB97M-V/def2-TZVPD.

Properties
net charge = +1
calculated total energy = -3291.43538 hartree
spin multiplicity = 4
highest occupied orbital energy (spin up / spin down) = -10.11 / -9.45 eV

Geometry (Å):
Cr -0.16696 -1.60878 1.10201
C -1.68021 -1.57834 2.73663
C -1.37267 -2.88780 2.24341
C 0.58718 -1.92088 3.08544
C -0.48191 -0.97103 3.19968
C 0.05590 -3.13219 2.47993
C -3.04147 -1.03951 3.04902
H -3.77503 -1.26505 2.26891
H -3.03874 0.05272 3.16227
H -3.43653 -1.45642 3.99368
C -0.42379 0.32361 3.92422
H -1.36580 0.87126 3.85117
H 0.33569 0.97075 3.44925
H -0.13735 0.19438 4.97885
C 1.97662 -1.66820 3.54910
H 2.02878 -1.83904 4.63006
H 2.26937 -0.62408 3.36480
H 2.69845 -2.32725 3.05721
C 0.84588 -4.31058 2.02575
H 0.84604 -5.11597 2.77130
H 1.88792 -3.99625 1.86364
H 0.43016 -4.70384 1.08555
C -2.37052 -3.77839 1.59703
H -2.77512 -4.52741 2.28040
H -1.92575 -4.30884 0.75155
H -3.21884 -3.19904 1.21455
C -0.92617 2.47786 0.16686
C -2.15496 1.93017 0.03153
C -2.46278 0.51993 -0.44820
C -1.48058 0.04572 -1.54798
C -0.33762 -0.80882 -1.21216
C 1.07172 -0.27437 -1.35309
C 1.28134 0.96830 -0.41695
C 0.34693 2.19310 -0.59726
H -3.44036 0.57840 -0.95542
H -1.10399 1.03297 -2.02132
H -2.56709 -0.21085 0.38889
H 0.14508 2.31161 -1.67197
H -0.76642 3.18774 0.99390
H -3.00171 2.42947 0.51993
H 0.97294 3.05635 -0.32318
H 1.14166 0.51048 0.58841
H 1.82374 -0.98871 -0.96218
H 2.33149 1.34069 -0.47754
H -2.09014 -0.51274 -2.28717
H -0.47525 -1.88214 -1.41813
P -0.80066 1.47948 -3.64680
C -0.77122 3.26960 -3.67009
C -2.00448 0.81227 -4.78818
P 1.40293 -0.61256 -3.13212
C 0.91340 0.92847 -3.91485
C 0.63678 -1.93040 -4.11645
C 3.18392 -0.72279 -3.37052
H 0.16874 3.66058 -3.25285
H -1.61924 3.67682 -3.10220
H -0.85292 3.57794 -4.72053
H -1.74356 1.13544 -5.80466
H -2.99298 1.22700 -4.54329
H -2.05106 -0.28485 -4.74913
H 3.37742 -0.44660 -4.41654
H 3.54596 -1.74939 -3.19661
H 3.71047 -0.02269 -2.70232
H 1.61394 1.71644 -3.57513
H 1.00489 0.77964 -5.00066
H 1.26645 -2.83667 -4.09836
H 0.61593 -1.57128 -5.15712
H -0.39174 -2.18701 -3.81231
C 2.35952 3.60737 4.09843
S 2.33510 2.92469 2.44648
O 1.52227 3.89382 1.70457
O 3.72267 2.80083 2.00713
O 1.69354 1.59193 2.57226
H 2.84805 4.58059 4.04253
H 2.91945 2.93216 4.74283
H 1.32730 3.71021 4.44408

---

# 3
Computed, not measured: a structure of composition C23H26N11PPd, with ωB97M-V/def2-TZVPD.

Properties
net charge = +2
calculated total energy = -1963.12732 hartree
highest occupied orbital energy = -13.07 eV

Geometry (Å):
Pd -1.40818 0.36256 -0.77831
C -2.54396 2.62547 4.08569
N -2.48232 1.53679 3.11182
C -2.70540 0.21927 3.38764
C -2.56730 -0.45744 2.20848
N -2.27261 0.43770 1.22655
C -2.21396 1.64337 1.78948
P -1.88073 3.23790 0.94374
C -0.24025 2.94778 0.17436
N 0.09993 1.95320 -0.64245
C 1.38865 2.16242 -1.02844
C 1.83812 3.31003 -0.43688
N 0.80750 3.79443 0.31400
C 0.85267 5.01317 1.12096
C -2.86862 2.87715 -0.54732
N -2.72138 1.77683 -1.27474
C -3.61434 1.82667 -2.30741
C -4.31368 2.99228 -2.19625
N -3.83859 3.63854 -1.08910
C -4.30436 4.93435 -0.59593
H -2.76390 2.20006 5.05995
H -3.33157 3.32620 3.81864
H -1.58876 3.14291 4.13586
H -2.95284 -0.11889 4.37883
H -2.67187 -1.51095 2.01791
H 1.90760 1.49385 -1.69296
H 2.78584 3.81672 -0.49410
H 1.82170 5.48123 0.97754
H 0.72831 4.77529 2.17489
H 0.07601 5.70453 0.80322
H -3.69526 1.05068 -3.04839
H -5.09901 3.40648 -2.80385
H -5.12183 5.26619 -1.22842
H -3.50013 5.66480 -0.64230
H -4.66346 4.83910 0.42590
C -1.02319 -2.94496 -1.57332
C -0.10749 -2.33000 -0.57586
N -0.09044 -1.04571 -0.23706
C 0.89388 -0.87511 0.71641
C 1.47944 -2.07377 0.94127
N 0.84246 -2.97593 0.12018
C 1.17286 -4.41212 0.06296
N 2.57514 -4.60658 0.04351
N 3.22548 -4.83009 1.22874
N 4.47337 -4.85234 1.02111
C 4.71388 -4.61424 -0.32038
C 5.91495 -4.54523 -1.02868
C 5.82810 -4.29273 -2.37814
C 4.58441 -4.11539 -3.01599
C 3.39148 -4.18535 -2.33009
C 3.48799 -4.44275 -0.96249
H -1.67773 -2.18057 -1.99251
H -1.64854 -3.71749 -1.12547
H -0.46716 -3.39092 -2.39900
H 1.10935 0.08589 1.14627
H 2.28576 -2.37072 1.59007
H 0.69978 -4.83796 -0.81982
H 0.79069 -4.89848 0.95906
H 6.86149 -4.69218 -0.52803
H 6.72926 -4.23531 -2.97250
H 4.56962 -3.92754 -4.08130
H 2.44311 -4.06312 -2.83755

---

Repeat the second record exactly.
Computed, not measured: a structure of composition C24H44CrO3P2S at a distorted geometry, with ωB97M-V/def2-TZVPD.

Properties
net charge = +1
calculated total energy = -3291.43538 hartree
spin multiplicity = 4
highest occupied orbital energy (spin up / spin down) = -10.11 / -9.45 eV

Geometry (Å):
Cr -0.16696 -1.60878 1.10201
C -1.68021 -1.57834 2.73663
C -1.37267 -2.88780 2.24341
C 0.58718 -1.92088 3.08544
C -0.48191 -0.97103 3.19968
C 0.05590 -3.13219 2.47993
C -3.04147 -1.03951 3.04902
H -3.77503 -1.26505 2.26891
H -3.03874 0.05272 3.16227
H -3.43653 -1.45642 3.99368
C -0.42379 0.32361 3.92422
H -1.36580 0.87126 3.85117
H 0.33569 0.97075 3.44925
H -0.13735 0.19438 4.97885
C 1.97662 -1.66820 3.54910
H 2.02878 -1.83904 4.63006
H 2.26937 -0.62408 3.36480
H 2.69845 -2.32725 3.05721
C 0.84588 -4.31058 2.02575
H 0.84604 -5.11597 2.77130
H 1.88792 -3.99625 1.86364
H 0.43016 -4.70384 1.08555
C -2.37052 -3.77839 1.59703
H -2.77512 -4.52741 2.28040
H -1.92575 -4.30884 0.75155
H -3.21884 -3.19904 1.21455
C -0.92617 2.47786 0.16686
C -2.15496 1.93017 0.03153
C -2.46278 0.51993 -0.44820
C -1.48058 0.04572 -1.54798
C -0.33762 -0.80882 -1.21216
C 1.07172 -0.27437 -1.35309
C 1.28134 0.96830 -0.41695
C 0.34693 2.19310 -0.59726
H -3.44036 0.57840 -0.95542
H -1.10399 1.03297 -2.02132
H -2.56709 -0.21085 0.38889
H 0.14508 2.31161 -1.67197
H -0.76642 3.18774 0.99390
H -3.00171 2.42947 0.51993
H 0.97294 3.05635 -0.32318
H 1.14166 0.51048 0.58841
H 1.82374 -0.98871 -0.96218
H 2.33149 1.34069 -0.47754
H -2.09014 -0.51274 -2.28717
H -0.47525 -1.88214 -1.41813
P -0.80066 1.47948 -3.64680
C -0.77122 3.26960 -3.67009
C -2.00448 0.81227 -4.78818
P 1.40293 -0.61256 -3.13212
C 0.91340 0.92847 -3.91485
C 0.63678 -1.93040 -4.11645
C 3.18392 -0.72279 -3.37052
H 0.16874 3.66058 -3.25285
H -1.61924 3.67682 -3.10220
H -0.85292 3.57794 -4.72053
H -1.74356 1.13544 -5.80466
H -2.99298 1.22700 -4.54329
H -2.05106 -0.28485 -4.74913
H 3.37742 -0.44660 -4.41654
H 3.54596 -1.74939 -3.19661
H 3.71047 -0.02269 -2.70232
H 1.61394 1.71644 -3.57513
H 1.00489 0.77964 -5.00066
H 1.26645 -2.83667 -4.09836
H 0.61593 -1.57128 -5.15712
H -0.39174 -2.18701 -3.81231
C 2.35952 3.60737 4.09843
S 2.33510 2.92469 2.44648
O 1.52227 3.89382 1.70457
O 3.72267 2.80083 2.00713
O 1.69354 1.59193 2.57226
H 2.84805 4.58059 4.04253
H 2.91945 2.93216 4.74283
H 1.32730 3.71021 4.44408

---

Copy entry 3 word for word.
Computed, not measured: a structure of composition C23H26N11PPd, with ωB97M-V/def2-TZVPD.

Properties
net charge = +2
calculated total energy = -1963.12732 hartree
highest occupied orbital energy = -13.07 eV

Geometry (Å):
Pd -1.40818 0.36256 -0.77831
C -2.54396 2.62547 4.08569
N -2.48232 1.53679 3.11182
C -2.70540 0.21927 3.38764
C -2.56730 -0.45744 2.20848
N -2.27261 0.43770 1.22655
C -2.21396 1.64337 1.78948
P -1.88073 3.23790 0.94374
C -0.24025 2.94778 0.17436
N 0.09993 1.95320 -0.64245
C 1.38865 2.16242 -1.02844
C 1.83812 3.31003 -0.43688
N 0.80750 3.79443 0.31400
C 0.85267 5.01317 1.12096
C -2.86862 2.87715 -0.54732
N -2.72138 1.77683 -1.27474
C -3.61434 1.82667 -2.30741
C -4.31368 2.99228 -2.19625
N -3.83859 3.63854 -1.08910
C -4.30436 4.93435 -0.59593
H -2.76390 2.20006 5.05995
H -3.33157 3.32620 3.81864
H -1.58876 3.14291 4.13586
H -2.95284 -0.11889 4.37883
H -2.67187 -1.51095 2.01791
H 1.90760 1.49385 -1.69296
H 2.78584 3.81672 -0.49410
H 1.82170 5.48123 0.97754
H 0.72831 4.77529 2.17489
H 0.07601 5.70453 0.80322
H -3.69526 1.05068 -3.04839
H -5.09901 3.40648 -2.80385
H -5.12183 5.26619 -1.22842
H -3.50013 5.66480 -0.64230
H -4.66346 4.83910 0.42590
C -1.02319 -2.94496 -1.57332
C -0.10749 -2.33000 -0.57586
N -0.09044 -1.04571 -0.23706
C 0.89388 -0.87511 0.71641
C 1.47944 -2.07377 0.94127
N 0.84246 -2.97593 0.12018
C 1.17286 -4.41212 0.06296
N 2.57514 -4.60658 0.04351
N 3.22548 -4.83009 1.22874
N 4.47337 -4.85234 1.02111
C 4.71388 -4.61424 -0.32038
C 5.91495 -4.54523 -1.02868
C 5.82810 -4.29273 -2.37814
C 4.58441 -4.11539 -3.01599
C 3.39148 -4.18535 -2.33009
C 3.48799 -4.44275 -0.96249
H -1.67773 -2.18057 -1.99251
H -1.64854 -3.71749 -1.12547
H -0.46716 -3.39092 -2.39900
H 1.10935 0.08589 1.14627
H 2.28576 -2.37072 1.59007
H 0.69978 -4.83796 -0.81982
H 0.79069 -4.89848 0.95906
H 6.86149 -4.69218 -0.52803
H 6.72926 -4.23531 -2.97250
H 4.56962 -3.92754 -4.08130
H 2.44311 -4.06312 -2.83755

---

Repeat the second record exactly.
Computed, not measured: a structure of composition C24H44CrO3P2S at a distorted geometry, with ωB97M-V/def2-TZVPD.

Properties
net charge = +1
calculated total energy = -3291.43538 hartree
spin multiplicity = 4
highest occupied orbital energy (spin up / spin down) = -10.11 / -9.45 eV

Geometry (Å):
Cr -0.16696 -1.60878 1.10201
C -1.68021 -1.57834 2.73663
C -1.37267 -2.88780 2.24341
C 0.58718 -1.92088 3.08544
C -0.48191 -0.97103 3.19968
C 0.05590 -3.13219 2.47993
C -3.04147 -1.03951 3.04902
H -3.77503 -1.26505 2.26891
H -3.03874 0.05272 3.16227
H -3.43653 -1.45642 3.99368
C -0.42379 0.32361 3.92422
H -1.36580 0.87126 3.85117
H 0.33569 0.97075 3.44925
H -0.13735 0.19438 4.97885
C 1.97662 -1.66820 3.54910
H 2.02878 -1.83904 4.63006
H 2.26937 -0.62408 3.36480
H 2.69845 -2.32725 3.05721
C 0.84588 -4.31058 2.02575
H 0.84604 -5.11597 2.77130
H 1.88792 -3.99625 1.86364
H 0.43016 -4.70384 1.08555
C -2.37052 -3.77839 1.59703
H -2.77512 -4.52741 2.28040
H -1.92575 -4.30884 0.75155
H -3.21884 -3.19904 1.21455
C -0.92617 2.47786 0.16686
C -2.15496 1.93017 0.03153
C -2.46278 0.51993 -0.44820
C -1.48058 0.04572 -1.54798
C -0.33762 -0.80882 -1.21216
C 1.07172 -0.27437 -1.35309
C 1.28134 0.96830 -0.41695
C 0.34693 2.19310 -0.59726
H -3.44036 0.57840 -0.95542
H -1.10399 1.03297 -2.02132
H -2.56709 -0.21085 0.38889
H 0.14508 2.31161 -1.67197
H -0.76642 3.18774 0.99390
H -3.00171 2.42947 0.51993
H 0.97294 3.05635 -0.32318
H 1.14166 0.51048 0.58841
H 1.82374 -0.98871 -0.96218
H 2.33149 1.34069 -0.47754
H -2.09014 -0.51274 -2.28717
H -0.47525 -1.88214 -1.41813
P -0.80066 1.47948 -3.64680
C -0.77122 3.26960 -3.67009
C -2.00448 0.81227 -4.78818
P 1.40293 -0.61256 -3.13212
C 0.91340 0.92847 -3.91485
C 0.63678 -1.93040 -4.11645
C 3.18392 -0.72279 -3.37052
H 0.16874 3.66058 -3.25285
H -1.61924 3.67682 -3.10220
H -0.85292 3.57794 -4.72053
H -1.74356 1.13544 -5.80466
H -2.99298 1.22700 -4.54329
H -2.05106 -0.28485 -4.74913
H 3.37742 -0.44660 -4.41654
H 3.54596 -1.74939 -3.19661
H 3.71047 -0.02269 -2.70232
H 1.61394 1.71644 -3.57513
H 1.00489 0.77964 -5.00066
H 1.26645 -2.83667 -4.09836
H 0.61593 -1.57128 -5.15712
H -0.39174 -2.18701 -3.81231
C 2.35952 3.60737 4.09843
S 2.33510 2.92469 2.44648
O 1.52227 3.89382 1.70457
O 3.72267 2.80083 2.00713
O 1.69354 1.59193 2.57226
H 2.84805 4.58059 4.04253
H 2.91945 2.93216 4.74283
H 1.32730 3.71021 4.44408